1.
Density functional theory data (ωB97M-V/def2-TZVPD) for a molecular structure, C7H12 at a distorted geometry.

Relative energy (zero: lowest compared OMol25 entry of this formula, charge and spin), kcal per mole: 101.3
LUMO, eV: 1.11
HOMO-LUMO gap, eV: 8.689
E_tot, Ha: -273.74713
HOMO, eV: -7.6

Last column: Mulliken charge in e.
Geometry (Å):
C: -0.2578 0.2155 -0.9947  -0.85
C: 2.1994 0.6732 -0.0359  -0.62
C: -1.2861 -0.5670 -0.1877  0.02
C: 0.8464 0.0599 0.0166  1.05
C: -2.6372 0.0887 -0.0793  -1.38
C: 2.0349 -0.8073 -0.2614  -0.96
C: -0.0034 -0.1024 1.2417  -1.05
H: -0.0321 -0.1273 -2.0132  0.38
H: 2.6420 0.9995 0.9003  0.25
H: 0.4098 -0.7651 2.0285  0.40
H: 2.3820 -1.4877 0.5112  0.25
H: -3.1100 0.0823 -1.0759  0.34
H: -0.8717 -1.1630 0.6951  0.38
H: -0.4483 0.7822 1.6795  0.35
H: -2.5742 1.1508 0.2112  0.33
H: 2.4268 1.3031 -0.8897  0.25
H: -0.5486 1.2812 -1.0616  0.25
H: 2.1522 -1.1831 -1.2752  0.25
H: -3.3240 -0.4336 0.5910  0.36

2.
Density functional theory data (ωB97M-V/def2-TZVPD) for a single C22H28N2O4S2 molecule at a distorted geometry.

Relative energy (zero: lowest compared OMol25 entry of this formula, charge and spin), kcal per mole: 21.3
LUMO, eV: 0.50
HOMO-LUMO gap, eV: 8.641
SMILES: COc1ccc(CSCC(=O)Nc2ccc(S(=O)(=O)N3CCCCCC3)cc2)cc1
E_tot, Ha: -2061.98839
HOMO, eV: -8.1

Last column: Mulliken charge in e.
Geometry (Å):
S: 2.3498 -1.4219 -0.3787  1.37
S: -5.6702 1.5764 -1.0513  -0.13
O: -3.3540 1.5927 2.0572  -0.64
O: -1.1941 -3.0324 -0.0287  -0.44
O: 2.4543 -2.2513 0.7879  -0.72
O: 2.4556 -2.0346 -1.6690  -0.78
N: -2.8155 1.5108 -0.1661  0.01
N: 3.5408 -0.2617 -0.2809  0.17
C: -1.0404 0.5103 -1.4095  -0.93
C: 5.1387 2.4306 -0.5268  -0.65
C: 0.3085 -0.1212 0.9264  -0.79
C: 0.8102 -0.5099 -0.3004  0.49
C: -3.6370 1.7434 0.8915  0.62
C: -2.8579 -2.0317 -1.3168  -0.54
C: 5.2674 0.5569 1.2518  -1.19
C: 3.5714 0.6309 -1.4131  -0.52
C: -4.0327 -1.3295 -1.4527  -0.40
C: -0.8857 0.5723 0.9982  -0.94
C: 5.7604 1.9282 0.7806  -0.66
C: -2.3759 -2.3715 -0.0487  0.52
C: -4.7685 -0.9454 -0.3329  0.65
C: -3.1181 -2.0095 1.0706  -0.51
C: 0.1505 -0.1851 -1.4702  -0.60
C: -4.2968 -1.2983 0.9221  -0.38
C: -6.0152 -0.1426 -0.4972  -1.40
C: -0.6381 -3.4059 1.2117  -0.88
C: 4.9116 1.3465 -1.5810  -0.98
C: -1.5775 0.8746 -0.1734  0.54
C: 3.7752 0.3019 1.0284  -0.44
C: -4.9973 2.2883 0.4795  -0.83
H: 0.3696 -3.7540 0.9918  0.20
H: 5.4888 0.4607 2.3161  0.41
H: -4.9085 3.3592 0.2871  0.39
H: 0.8475 -0.3881 1.8218  0.58
H: 3.1904 1.2198 1.1819  0.27
H: -0.5712 -2.5548 1.8939  0.32
H: -3.2436 1.6345 -1.0794  0.17
H: -1.2214 -4.2067 1.6784  0.42
H: 5.7193 0.6164 -1.5579  0.36
H: 0.5675 -0.5108 -2.4094  0.56
H: -2.2804 -2.3313 -2.1764  0.49
H: 5.8066 -0.2362 0.7334  0.31
H: -1.3003 0.8591 1.9501  0.49
H: -5.7071 2.1373 1.2932  0.38
H: -2.7891 -2.2683 2.0637  0.45
H: -4.8527 -1.0178 1.8052  0.31
H: 6.8447 1.8722 0.6641  0.36
H: 3.3768 0.0017 -2.2833  0.46
H: 2.7683 1.3846 -1.3384  0.33
H: 5.7976 3.1990 -0.9372  0.39
H: -6.6509 -0.5450 -1.2859  0.50
H: -1.5751 0.7541 -2.3158  0.38
H: -4.3917 -1.0636 -2.4369  0.41
H: 4.1815 2.9136 -0.3172  0.31
H: 5.5581 2.6702 1.5567  0.32
H: -6.5838 -0.0683 0.4292  0.39
H: 4.9055 1.8098 -2.5698  0.40
H: 3.4345 -0.4583 1.7324  0.59

3.
Density functional theory data (ωB97M-V/def2-TZVPD) for 2 unconnected molecules or ions with the total composition C3H12NO.

Relative energy (zero: lowest compared OMol25 entry of this formula, charge and spin), kcal per mole: 21.0
LUMO, eV: -3.09
HOMO-LUMO gap, eV: 12.051
Net charge: +1
E_tot, Ha: -251.23692
HOMO, eV: -15.1

Last column: Mulliken charge in e.
Geometry (Å):
O: -0.3261 0.9664 1.4791  -0.59
N: -0.5793 -0.1509 -0.9625  -0.07
C: 0.7566 -0.4315 -1.5473  -0.95
C: -1.2795 -1.3645 -0.4426  -0.88
C: 1.0491 1.2603 1.7951  -0.59
H: 1.6339 0.3880 1.5263  0.21
H: -0.5644 0.5463 -0.1854  0.39
H: -0.8872 1.4191 2.1205  0.31
H: -1.1295 0.2042 -1.7401  0.37
H: 1.1515 1.4273 2.8603  0.35
H: -2.1306 -1.0400 0.1299  0.34
H: 1.1485 0.5062 -1.9239  0.36
H: 0.5970 -1.0840 -2.3982  0.41
H: 1.3702 2.1351 1.2334  0.27
H: -1.6249 -1.9510 -1.2852  0.39
H: 1.4135 -0.8923 -0.8288  0.36
H: -0.5987 -1.9386 0.1695  0.34

4.
Density functional theory data (ωB97M-V/def2-TZVPD) for a molecular structure, C10H7NO4Tb at a distorted geometry.

Relative energy (zero: lowest compared OMol25 entry of this formula, charge and spin), kcal per mole: 43.4
<S²>: 12.941
LUMO (spin up / spin down), eV: -15.60 / -13.05
HOMO-LUMO gap (spin up / spin down), eV: 4.540 / 7.276
Multiplicity: 7
Net charge: +3
E_tot, Ha: -1564.12295
HOMO (spin up / spin down), eV: -20.1 / -20.3

Last column: Mulliken charge in e.
Geometry (Å):
Tb: -0.3172 -1.4309 0.6906  1.27
O: -1.4584 -1.7866 -5.3019  -0.09
O: -3.6692 -1.3325 -0.6695  -0.04
O: 1.3855 -2.6633 -2.0757  0.02
O: -2.6727 -3.9880 -0.6435  -0.07
N: -0.6928 0.8436 -0.5490  -0.39
C: -2.5559 -1.3249 -0.3563  0.24
C: 0.7756 -2.1953 -1.2046  0.03
C: 0.1190 1.4208 0.4587  0.86
C: 1.2304 2.1619 0.0814  -0.86
C: -0.0124 0.8836 1.7527  -0.52
C: 1.1581 0.7607 2.5152  -0.23
C: -1.8617 -3.3589 -0.1093  0.23
C: 2.2654 1.5395 2.1965  -0.57
C: -1.3213 -1.5166 -4.2069  0.10
C: 2.3009 2.1986 0.9736  -0.36
H: 1.1790 2.7477 -0.8438  0.47
H: 3.0968 1.6041 2.8999  0.47
H: -1.6910 0.8201 -0.3353  0.41
H: -0.5819 1.1874 -1.4980  0.21
H: -0.9930 0.4935 2.0978  0.75
H: 3.1806 2.7840 0.7178  0.49
H: 1.1360 0.1515 3.4096  0.57